Below is a molecular structure, C44H64FN5O4P2SSi2Sn at a distorted geometry, with properties calculated with ωB97M-V/def2-TZVPD.

```
124
Properties=species:S:1:pos:R:3:forces:R:3:mulliken_charge:R:1
Sn 1.12828 0.59608 0.07292 0.64 0.33 0.62 2.96
S 0.44870 1.66143 2.46062 -0.22 -0.90 -0.20 -0.45
P 0.81612 -2.43490 1.34069 0.70 0.95 0.20 -1.71
P -1.92352 -1.44375 0.88229 0.10 1.11 0.16 0.86
Si 1.24960 -3.97270 -1.26681 0.54 -0.12 -0.43 0.22
Si -3.39310 0.05739 -1.33506 -0.10 0.32 -0.50 0.95
F 2.95260 1.85545 0.43861 -0.82 -0.39 -0.17 -0.84
O 2.56481 -0.07327 -3.07955 0.19 -0.11 -0.25 -0.70
O -0.22426 -0.44043 -2.71981 0.11 -0.18 -0.44 -0.70
O -0.51629 4.19418 -1.61806 -0.21 0.50 0.11 -0.93
O 0.51663 2.23199 -1.73156 0.18 -0.68 0.10 -0.03
N -2.07582 -0.40912 -0.36276 -0.37 -0.44 0.10 0.62
N 2.16622 3.58195 2.67420 0.07 0.04 -0.11 -0.03
N -0.10679 4.16690 2.20647 0.20 0.14 -0.19 -0.02
N -1.94365 3.13518 0.62450 -0.38 -0.04 -0.19 -0.19
N 1.46059 -2.77811 -0.08976 -1.02 -0.59 0.13 0.54
C -5.11151 -0.89070 3.54391 -0.28 0.07 0.21 -0.72
C 3.29386 5.55713 -3.20884 -0.05 -0.03 -0.10 -0.92
C -0.05508 -4.30154 3.34689 -0.03 0.13 -0.20 -0.27
C -0.26851 -3.85234 -2.43307 0.43 0.09 0.48 -0.63
C 2.45097 4.36222 -5.09186 -0.01 0.08 0.07 -1.00
C 0.38745 3.45191 -2.01459 0.12 0.18 -0.48 -1.06
C 2.30709 5.24069 -0.92640 -0.05 0.04 0.04 -0.98
C -1.92314 -4.22705 0.55453 0.00 0.12 0.06 0.35
C -5.06503 0.43137 -0.43732 0.55 -0.32 -0.10 -1.38
C 4.42907 -0.67147 2.20036 0.27 0.16 0.13 -0.45
C 2.22173 -1.61976 2.18757 0.05 0.19 -0.03 0.49
C 0.56422 2.72462 -4.88574 0.04 -0.04 0.03 -1.41
C -2.83246 0.36625 2.66164 0.00 0.05 -0.06 0.33
C 4.40326 5.90958 -5.43271 -0.02 -0.11 0.06 -1.56
C 0.15025 -5.36939 4.20342 -0.06 -0.21 0.20 -0.58
C 2.35114 -5.67666 3.29341 0.16 -0.13 0.06 -0.79
C 1.43478 4.05501 -2.94114 0.03 0.12 0.10 0.15
C 2.88297 4.83433 2.61125 -0.15 0.20 0.08 -1.11
C -2.99507 1.69958 -2.23605 -0.15 -0.46 0.23 -0.07
C -0.07329 5.60711 2.14297 0.14 0.16 -0.06 -1.00
C 0.92934 -3.93159 2.44376 -0.21 0.10 -0.18 1.41
C 3.35406 5.27266 -4.56431 -0.01 0.02 -0.07 0.78
C 4.26086 -0.29334 3.52168 0.24 0.10 -0.05 -0.51
C 2.06125 -1.23934 3.51305 0.05 0.09 0.18 -0.60
C 1.25454 -5.79166 -0.61222 -0.09 0.59 -0.06 -1.07
C -3.76590 -1.16765 -2.77169 0.09 0.22 0.55 -1.44
C -3.64179 0.99591 3.58247 -0.02 0.13 0.01 -0.68
C 3.07478 -0.58353 4.18091 -0.07 -0.03 0.19 -0.67
C -4.79978 0.37118 4.01846 -0.17 -0.02 0.10 -0.62
C -3.99476 -3.17063 -0.00783 0.19 -0.01 -0.02 -0.84
C -2.47078 -5.46528 0.27177 -0.02 -0.28 -0.02 -0.92
C -0.44119 -1.34222 1.72279 -0.06 -1.45 -1.29 0.07
C -4.54506 -4.40618 -0.29759 -0.25 0.00 -0.07 -1.00
C 2.78759 -3.88585 -2.40551 -0.56 -0.13 0.22 -1.27
C 1.35259 -6.05922 4.17892 0.00 -0.13 0.14 -0.58
C 3.41485 -1.34028 1.53742 -0.13 -0.18 -0.09 0.07
C 2.13728 -4.61761 2.43504 -0.06 -0.12 -0.11 -0.96
C -3.15287 -0.88539 2.14455 -0.02 -0.09 -0.03 0.57
C 0.88503 3.31511 2.39014 0.06 0.10 0.42 0.32
C 1.49021 3.74541 -4.29799 0.02 -0.05 0.11 0.93
C 2.34230 4.96144 -2.39543 0.06 -0.01 0.01 0.97
C -3.78847 -5.55780 -0.14550 0.03 -0.12 0.00 -0.95
C -2.67938 -3.07240 0.43755 0.42 0.17 0.05 0.93
C -4.29509 -1.52084 2.61973 0.20 -0.13 -0.20 -0.65
H 1.29183 5.49768 -0.63174 -0.03 0.07 0.06 0.06
H -0.28812 0.50253 -2.52509 -0.03 0.26 0.06 0.11
H -1.49373 3.46706 -0.23841 -0.07 -0.02 -0.08 0.34
H 1.11585 -1.44964 3.99413 -0.07 0.05 0.08 0.35
H -1.90818 0.81749 2.33521 0.02 0.17 0.07 -0.81
H 0.57179 6.03027 2.91299 -0.07 0.05 -0.05 0.39
H -0.88907 -4.12858 0.85945 -0.17 -0.27 -0.03 -0.39
H -2.97385 -1.10567 -3.51216 0.24 0.07 -0.10 0.25
H 3.67387 -4.27953 -1.91507 0.15 -0.07 0.21 0.28
H -4.22699 -6.52533 -0.36063 0.02 -0.01 -0.02 0.36
H -3.80060 -2.19664 -2.42842 -0.02 -0.22 0.05 0.38
H 3.94452 4.61298 2.53959 0.02 -0.04 -0.05 0.35
H -0.16645 -3.00292 -3.09894 0.07 0.27 -0.15 0.15
H -5.60409 -0.46655 -0.14821 -0.13 -0.18 0.08 0.39
H -0.42696 2.79237 -4.44294 -0.12 -0.04 0.00 0.26
H 0.56678 -5.90867 0.21977 -0.15 -0.08 0.22 0.12
H -0.70630 -0.85908 -1.99006 -0.17 0.05 0.28 0.01
H 4.75021 6.84458 -4.99711 0.05 0.09 -0.01 0.37
H 5.05144 0.23658 4.04134 0.04 0.00 0.00 0.36
H 2.49812 4.11887 -6.14646 -0.03 -0.02 -0.11 0.37
H -4.70552 -0.95173 -3.27551 -0.23 0.15 -0.05 0.40
H -6.01158 -1.38268 3.89304 -0.02 -0.07 0.02 0.39
H 4.01955 6.11099 -6.43144 0.00 0.03 -0.09 0.38
H 2.71903 5.41855 3.52328 0.06 0.07 -0.10 0.35
H 2.58479 4.33336 -0.39019 0.09 -0.13 0.20 0.25
H -5.73519 1.02593 -1.05554 0.01 0.09 -0.23 0.47
H 0.48617 2.84716 -5.96477 -0.04 -0.01 -0.07 0.47
H 1.65748 -0.42109 -3.04088 -0.07 0.05 0.16 0.35
H 2.72337 2.73844 2.62567 0.00 -0.01 -0.13 0.18
H 0.95373 1.72801 -4.67836 -0.05 -0.14 0.00 0.18
H 0.96963 -6.50928 -1.37900 -0.07 -0.03 -0.24 0.45
H 2.63358 -4.46373 -3.31317 -0.05 -0.19 -0.24 0.34
H 2.98526 6.05148 -0.65920 0.06 0.00 0.03 0.31
H -0.37830 -4.74331 -3.04758 0.07 -0.23 -0.07 0.49
H 4.00572 6.25392 -2.78134 0.02 0.06 0.07 0.30
H 5.34912 -0.43759 1.68026 0.02 0.05 -0.02 0.37
H -1.87277 -6.36178 0.36988 0.08 -0.02 0.00 0.45
H 2.51561 0.77380 -2.62644 -0.07 0.13 0.06 0.34
H -2.91825 3.40944 0.58399 -0.06 -0.08 -0.03 0.32
H -4.87738 0.98332 0.48033 0.08 0.15 0.20 0.27
H 1.51919 -6.89097 4.85512 -0.03 0.01 -0.01 0.33
H -3.37488 1.97539 3.95578 0.06 0.08 0.04 0.43
H -4.57554 -2.26960 -0.13184 -0.12 0.02 0.00 0.56
H 2.94167 -0.28555 5.21450 -0.01 0.02 0.02 0.36
H -3.07488 1.57130 -3.31177 -0.02 -0.09 -0.27 0.36
H -5.56990 -4.47974 -0.64646 0.02 0.04 0.01 0.40
H -0.63082 -5.66626 4.89477 0.01 0.01 0.02 0.42
H 2.99635 -2.86367 -2.69913 0.00 0.33 -0.02 0.24
H -1.19093 -3.71944 -1.87725 -0.20 0.03 0.08 -0.01
H -3.68444 2.49208 -1.95816 -0.15 0.17 0.12 0.44
H -1.09036 5.96342 2.31225 0.03 0.03 0.03 0.33
H 2.24171 -6.07122 -0.25161 0.19 0.02 0.09 0.31
H 3.29794 -6.20649 3.27503 -0.03 -0.01 0.02 0.39
H -5.45311 0.85986 4.72962 -0.04 0.03 0.06 0.34
H 3.52772 -1.66647 0.51106 -0.01 0.02 -0.09 0.30
H -0.98148 -3.73983 3.36252 -0.06 0.07 0.02 0.31
H 2.59816 5.42407 1.74152 0.05 0.03 0.03 0.34
H -4.55989 -2.51321 2.27759 0.01 0.02 -0.01 0.31
H -1.91557 2.11790 0.59544 -0.05 -0.06 0.02 -0.58
H 0.24146 5.96933 1.15876 0.02 0.04 0.10 0.24
H 2.89481 -4.30022 1.73165 0.12 -0.04 -0.04 0.51
H -1.99547 2.05254 -2.02046 0.28 0.07 0.07 -0.89
H 5.26199 5.24457 -5.53082 0.11 0.00 -0.06 0.27
H -0.95030 3.71120 1.69626 0.17 0.15 0.30 0.30
```
Positions in Å, forces in eV/Å.

Results
- E_HOMO: -0.0570 Eh
- Gap between HOMO and LUMO: 5.62 eV
- 2S+1: 1
- Max |F|: 1.94 eV/Å
- Total charge: -2